Record 1
{"formula": "H4I2OSi2", "method": "ωB97M-V/def2-TZVPD", "symbols": ["O", "Si", "Si", "I", "I", "H", "H", "H", "H"], "coordinates": [[0.62512, -0.18784, -0.45021], [0.56104, -0.08783, 1.46444], [-0.43457, -0.03033, -1.61992], [1.02747, -2.26768, 2.29217], [-1.69828, 2.07904, -1.55974], [1.58153, 0.80507, 2.21181], [-0.65497, 0.56163, 1.81570], [0.45719, 0.19995, -2.84800], [-1.46454, -1.07202, -1.30623]], "nbo_charge": [-1.27, 1.14, 1.25, -0.16, -0.30, -0.15, -0.18, -0.15, -0.18], "homo_energy_ev": -9.6, "total_charge": 0, "de_lowest_kj_mol": 44.60, "e_tot_ev": -34071.57214}

---

Record 2
{"formula": "C5H12N2O", "method": "ωB97M-V/def2-TZVPD", "symbols": ["C", "C", "C", "N", "C", "N", "C", "O", "H", "H", "H", "H", "H", "H", "H", "H", "H", "H", "H", "H"], "coordinates": [[0.46478, -0.63186, -0.62746], [1.22265, 0.67404, -0.42993], [1.42797, 1.44549, -1.70705], [-0.04438, 1.91784, -1.97114], [-0.65395, -0.71083, 0.41112], [-0.53004, -1.39660, 1.63098], [-1.64666, -1.30309, 2.52677], [-1.75953, -0.04395, 0.20307], [1.11080, -1.48134, -0.49499], [0.07499, -0.82575, -1.63310], [0.73147, 1.40323, 0.21648], [2.22785, 0.44980, -0.02341], [1.64033, 0.77515, -2.62194], [2.29614, 2.02812, -1.51708], [-0.69428, 1.43650, -1.39040], [-0.31931, 1.94899, -2.92895], [0.29241, -1.75954, 1.99586], [-2.17470, -2.36510, 2.66926], [-2.34611, -0.49260, 2.22479], [-1.32043, -1.06851, 3.46714]], "nbo_charge": [-0.50, -0.41, -0.20, -0.87, 0.68, -0.61, -0.42, -0.67, 0.21, 0.25, 0.23, 0.20, 0.17, 0.20, 0.38, 0.36, 0.40, 0.18, 0.26, 0.19], "homo_energy_ev": -8.8, "total_charge": 0, "de_lowest_kj_mol": 230.93, "e_tot_ev": -10406.03058}

---

Record 3
{"formula": "C29H52BCl2IrN6O3S4Si", "method": "ωB97M-V/def2-TZVPD", "symbols": ["Ir", "C", "C", "C", "C", "N", "C", "C", "N", "B", "N", "C", "C", "N", "C", "S", "C", "C", "C", "C", "N", "C", "C", "N", "C", "S", "C", "C", "C", "C", "C", "S", "H", "H", "H", "H", "H", "H", "H", "H", "H", "H", "H", "H", "H", "H", "H", "H", "H", "H", "H", "H", "H", "H", "H", "H", "H", "H", "H", "H", "H", "H", "H", "H", "H", "H", "C", "S", "C", "O", "H", "H", "H", "H", "H", "H", "Cl", "C", "Cl", "C", "O", "O", "H", "C", "Si", "C", "C", "C", "H", "H", "H", "H", "H", "H", "H", "H", "H", "H", "H"], "coordinates": [[-0.91327, 0.78826, -0.37273], [3.33959, 2.59041, -1.46865], [4.16969, 1.91933, -0.37885], [4.97097, 0.79121, -1.04368], [5.10829, 2.95177, 0.25149], [3.37348, 1.30779, 0.72595], [4.00294, 0.42202, 1.58613], [3.10362, 0.03057, 2.50033], [1.91573, 0.66848, 2.23685], [0.69045, 0.36980, 3.13408], [-0.21648, 1.60929, 3.26034], [0.24373, 2.68648, 3.97896], [-0.66830, 3.66908, 3.88951], [-1.70884, 3.20575, 3.10781], [-1.40575, 1.93395, 2.71265], [-2.34614, 0.87352, 1.74862], [-2.87792, 4.04307, 2.70877], [-2.82297, 4.27639, 1.19977], [-4.18030, 3.36129, 3.13658], [-2.78601, 5.38830, 3.42712], [-0.04221, -0.92630, 2.68662], [-0.76499, -1.64466, 3.61039], [-1.03167, -2.85492, 3.09019], [-0.45203, -2.90756, 1.83277], [0.08943, -1.68045, 1.57426], [0.73605, -1.11617, 0.08792], [-0.39618, -4.16053, 1.02592], [-0.61343, -5.35088, 1.96414], [-1.49198, -4.12590, -0.03357], [0.97193, -4.34247, 0.35923], [2.08113, 1.46087, 1.14877], [0.86611, 2.46740, 0.48797], [4.01378, 2.87668, -2.27806], [2.83601, 3.48023, -1.11071], [2.59014, 1.91074, -1.87062], [5.42730, 1.16605, -1.95863], [4.30929, -0.03791, -1.30086], [5.77139, 0.41799, -0.40508], [5.75558, 3.38134, -0.51373], [5.73600, 2.49694, 1.01939], [4.52922, 3.75566, 0.70790], [5.02968, 0.13083, 1.47350], [3.20138, -0.66105, 3.31850], [1.12032, 0.14317, 4.23586], [1.19115, 2.66222, 4.48792], [-0.64904, 4.64947, 4.32318], [-2.96790, 3.35238, 0.64895], [-1.85449, 4.69577, 0.91928], [-3.60551, 4.97588, 0.90079], [-4.31705, 2.42143, 2.61248], [-5.02258, 4.01455, 2.90592], [-4.17043, 3.16823, 4.21158], [-1.90509, 5.94983, 3.11340], [-2.77368, 5.26230, 4.51127], [-3.66580, 5.97328, 3.16530], [-1.03053, -1.22350, 4.56384], [-1.58496, -3.67112, 3.51236], [-1.63634, -5.40014, 2.33833], [0.07620, -5.31667, 2.80895], [-0.42255, -6.26629, 1.40675], [-2.47240, -4.00831, 0.43128], [-1.48347, -5.05686, -0.60320], [-1.32171, -3.29027, -0.71080], [1.77952, -4.20830, 1.08157], [1.10885, -3.63254, -0.44820], [1.03347, -5.35086, -0.05224], [-3.96568, -1.40054, -3.27187], [-3.54733, -1.59023, -1.52257], [-4.77000, -0.42882, -0.87010], [-2.18502, -0.97886, -1.34268], [-3.99684, -0.34260, -3.52495], [-4.93508, -1.86990, -3.44323], [-3.19574, -1.91372, -3.84584], [-5.74574, -0.91128, -0.93404], [-4.73623, 0.49215, -1.44651], [-4.50362, -0.23044, 0.16663], [-0.22380, 1.81535, -2.86266], [-1.65211, 2.82969, -3.14240], [-1.40142, 4.43994, -2.44660], [-2.87470, 2.13942, -2.45737], [-3.82462, 1.88794, -3.19550], [-2.74999, 1.92140, -1.22106], [-1.80126, 2.93660, -4.20915], [0.56437, -4.11806, -3.97135], [1.82968, -2.72717, -3.78424], [2.43069, -2.22882, -5.51473], [3.35446, -3.34336, -2.84274], [1.08051, -1.28818, -2.91755], [0.96824, -4.93513, -4.57218], [-0.33682, -3.75499, -4.47114], [0.26396, -4.52296, -3.00229], [2.92323, -3.06119, -6.02180], [3.14731, -1.40825, -5.43590], [1.60397, -1.88962, -6.14155], [3.64586, -4.34611, -3.16176], [3.17636, -3.36826, -1.76557], [4.20232, -2.67807, -3.02284], [0.00886, -1.15381, -2.82963], [1.67579, -0.43848, -2.59668]], "mulliken_spin": [2.10, 0.00, 0.00, -0.01, 0.00, -0.01, 0.00, 0.01, -0.01, 0.08, -0.01, 0.01, 0.00, 0.00, 0.03, 0.15, 0.00, -0.01, 0.00, 0.00, -0.03, 0.00, 0.01, 0.00, 0.07, 0.12, 0.00, 0.00, 0.00, -0.02, 0.05, 0.13, 0.00, 0.00, 0.00, 0.00, 0.01, 0.00, 0.00, 0.00, 0.00, 0.00, 0.00, 0.00, 0.00, 0.00, 0.01, 0.00, 0.00, 0.00, 0.00, 0.00, 0.00, 0.00, 0.00, 0.00, 0.00, 0.00, 0.00, 0.00, 0.00, 0.00, 0.00, 0.00, 0.02, 0.00, 0.00, 0.03, 0.00, 0.09, 0.00, 0.00, 0.00, 0.00, 0.00, 0.00, 0.04, 0.00, 0.00, 0.01, 0.02, 0.09, 0.00, 0.02, -0.03, 0.05, 0.03, 0.37, 0.00, 0.00, -0.01, 0.00, 0.00, 0.00, 0.00, 0.00, 0.00, 0.25, 0.31], "multiplicity": 5, "homo_energy_ev": [-6.4, -7.4], "total_charge": 0, "de_lowest_kj_mol": 0.00, "e_tot_ev": -125781.58151}

---

Record 4
{"formula": "C2H2N2O2S", "method": "ωB97M-V/def2-TZVPD", "symbols": ["C", "C", "H", "H", "N", "N", "O", "O", "S"], "coordinates": [[-0.07949, -0.21477, -0.57635], [0.39904, 0.44477, 1.43671], [-0.02484, -0.72714, -2.58441], [-1.83226, 0.31958, 0.71218], [1.06317, -0.74276, -0.39546], [-0.67092, 0.67703, 0.45887], [1.43819, -0.09569, 0.90615], [0.29227, 0.62800, 2.58307], [-1.04061, -0.29817, -1.97797]], "nbo_charge": [0.17, 0.85, 0.14, 0.44, -0.15, -0.67, -0.35, -0.56, 0.13], "homo_energy_ev": -10.2, "total_charge": 0, "de_lowest_kj_mol": 229.63, "e_tot_ev": -20013.96931}

---

Record 5
{"formula": "C3H4FNO2", "method": "ωB97M-V/def2-TZVPD", "symbols": ["C", "C", "C", "N", "O", "O", "F", "H", "H", "H", "H"], "coordinates": [[-0.57464, 0.01347, -0.05197], [0.64307, -0.47556, 0.15232], [-0.88187, 1.47244, 0.28208], [1.12319, -1.79034, -0.43798], [0.46773, -2.28167, -1.29502], [2.16147, -2.21030, -0.04485], [1.58437, 0.19577, 0.83357], [-1.42725, -0.42737, -0.62348], [-1.94762, 1.64554, 0.43464], [-0.61966, 1.70449, 1.23812], [-0.52880, 2.15353, -0.48742]], "nbo_charge": [-0.22, 0.41, -0.65, 0.51, -0.36, -0.35, -0.29, 0.25, 0.22, 0.23, 0.24], "homo_energy_ev": -10.7, "total_charge": 0, "de_lowest_kj_mol": 408.48, "e_tot_ev": -11474.15899}

---

Record 6
{"formula": "CH7N2O", "method": "ωB97M-V/def2-TZVPD", "symbols": ["N", "C", "N", "H", "H", "H", "H", "H", "H", "H", "O"], "coordinates": [[0.68517, -0.63573, -0.59148], [-0.58484, -0.40538, -0.33434], [-1.32134, 0.29306, -1.15970], [1.02086, -0.58525, -1.54172], [1.18951, -1.22225, 0.05609], [-0.91163, -0.59295, 0.67351], [-2.32480, 0.31986, -1.06100], [-1.00303, 0.59727, -2.06994], [1.49252, 1.05569, 1.41975], [0.90877, 0.70298, 2.76691], [0.84883, 0.47269, 1.84192]], "nbo_charge": [-0.70, 0.41, -0.70, 0.42, 0.45, 0.26, 0.44, 0.42, 0.48, 0.50, -0.97], "homo_energy_ev": -15.9, "total_charge": 1, "de_lowest_kj_mol": 37.20, "e_tot_ev": -6172.12051}

---

Record 7
{"formula": "C6H15NO", "method": "ωB97M-V/def2-TZVPD", "symbols": ["C", "N", "C", "C", "C", "C", "C", "H", "H", "H", "H", "H", "H", "H", "H", "H", "H", "H", "H", "H", "H", "H", "O"], "coordinates": [[0.08420, -1.07461, 0.62280], [0.71428, -0.55894, -0.67434], [0.93405, 1.02896, -0.44972], [2.16122, 1.23697, 0.36624], [-0.22549, -0.83771, -1.71165], [-1.50896, -1.51803, -1.14865], [-1.37875, -1.04421, 0.36032], [0.53804, -2.14294, 0.68126], [0.54627, -0.53336, 1.54887], [-0.05776, 1.20528, 0.11306], [0.80148, 1.63412, -1.40133], [2.22580, 2.12527, 0.85238], [3.07009, 1.02197, -0.26242], [2.34062, 0.41883, 1.11554], [0.30128, -1.65527, -2.23300], [-0.41763, 0.05543, -2.38938], [-1.54520, -2.63531, -1.29483], [-2.35911, -1.04898, -1.59864], [-1.96911, -1.79309, 0.91251], [-1.84786, -0.11388, 0.78587], [-0.09349, 1.75874, 1.39269], [-1.52973, 1.76264, 1.77023], [-0.67516, 2.13811, 2.06145]], "nbo_charge": [-0.27, -0.44, -0.21, -0.65, -0.25, -0.42, -0.46, 0.21, 0.22, 0.14, 0.21, 0.22, 0.23, 0.22, 0.20, 0.20, 0.22, 0.22, 0.23, 0.20, 0.46, 0.46, -0.93], "homo_energy_ev": -8.5, "total_charge": 0, "de_lowest_kj_mol": 312.63, "e_tot_ev": -10000.51696}

---

Record 8
{"formula": "C3H4EuO2", "method": "ωB97M-V/def2-TZVPD", "symbols": ["C", "C", "H", "H", "C", "O", "Eu", "H", "O", "H"], "coordinates": [[2.18675, -0.67429, 1.09918], [1.48197, 0.25725, 0.23440], [2.02715, 0.97251, -0.39256], [0.58440, 0.60466, 0.78056], [0.89451, -1.11247, -0.48026], [0.85704, -1.18707, -1.70288], [-0.43986, -2.36298, -3.67844], [0.19609, -1.72544, 0.11896], [3.31005, -1.10153, 0.59113], [3.98051, -1.19175, 1.28264]], "nbo_charge": [0.27, -0.58, 0.26, 0.28, 0.50, -0.75, 1.96, 0.19, -0.68, 0.55], "multiplicity": 8, "homo_energy_ev": [-14.2, -14.2], "total_charge": 2, "de_lowest_kj_mol": 192.73, "e_tot_ev": -26577.45698}

---

- Number 6 is which compound?
  CH7N2O